[1]
{
  "formula": "C3H4S3",
  "method": "ωB97M-V/def2-TZVPD",
  "smiles": "S=CC(=S)CS",
  "spin_multiplicity": 1,
  "de_lowest_ev": 1.4947,
  "lumo_energy_ev": -2.0,
  "total_energy_ha": -1311.21514,
  "elements": ["S", "C", "C", "S", "C", "S", "H", "H", "H", "H"],
  "positions_angstrom": [[1.056, -1.130, 1.991], [0.534, -1.521, 0.511], [-0.267, -0.615, -0.354], [-0.784, -1.134, -1.770], [-0.525, 0.794, 0.100], [0.770, 2.045, -0.234], [0.606, -2.562, 0.212], [-1.553, 1.132, -0.112], [-0.520, 0.809, 1.198], [0.683, 2.182, -1.543]],
  "nbo_charge": [0.133, -0.340, -0.196, 0.159, -0.605, 0.005, 0.224, 0.248, 0.252, 0.121]
}



[2]
{
  "formula": "C5H4NaO",
  "method": "ωB97M-V/def2-TZVPD",
  "spin_multiplicity": 2,
  "de_lowest_ev": 0.0000,
  "lumo_energy_ev": [-1.6, -1.6],
  "total_energy_ha": -430.27500,
  "s2": 0.7683,
  "elements": ["C", "H", "H", "H", "C", "C", "C", "C", "O", "Na", "H"],
  "positions_angstrom": [[-0.009, 0.815, -1.631], [-1.034, 1.085, -1.915], [-0.393, -1.453, -2.052], [0.753, 1.578, -1.829], [0.366, -0.771, -1.652], [0.173, -0.026, -0.430], [-0.091, -0.091, 0.924], [-0.110, -0.203, 2.164], [-0.160, -0.423, 3.383], [-0.747, -0.144, 5.387], [1.254, -0.367, -2.349]],
  "nbo_charge": [-0.443, 0.192, 0.207, 0.193, -0.470, -0.062, -0.350, 0.433, -0.907, 0.978, 0.229]
}



[3]
{
  "formula": "C3H7NO2",
  "method": "ωB97M-V/def2-TZVPD",
  "smiles": "[H]/N=C/OCCO",
  "spin_multiplicity": 1,
  "de_lowest_ev": 1.9790,
  "lumo_energy_ev": 0.9,
  "total_energy_ha": -323.70824,
  "elements": ["H", "N", "C", "O", "C", "C", "O", "H", "H", "H", "H", "H", "H"],
  "positions_angstrom": [[-0.324, -2.437, 0.890], [-0.293, -1.561, 0.441], [-0.947, -1.306, -0.603], [-0.706, -0.150, -1.233], [0.520, 0.493, -0.794], [0.412, 1.342, 0.475], [0.388, 0.695, 1.719], [-1.705, -1.913, -1.112], [0.782, 1.147, -1.629], [1.287, -0.279, -0.675], [-0.453, 2.013, 0.361], [1.315, 1.963, 0.498], [-0.276, -0.006, 1.661]],
  "nbo_charge": [0.372, -0.777, 0.432, -0.497, -0.117, -0.088, -0.718, 0.163, 0.197, 0.206, 0.159, 0.184, 0.484]
}



[4]
{
  "formula": "C9H26B2N3O8PS",
  "method": "ωB97M-V/def2-TZVPD",
  "smiles": "CB(O)[C@H]1OS(=O)(=O)O[C@H]1B(O)O.CN(C)P(=O)(N(C)C)N(C)C",
  "spin_multiplicity": 1,
  "lumo_energy_ev": -1.0,
  "total_energy_ha": -1913.80807,
  "elements": ["C", "B", "O", "C", "O", "S", "O", "O", "O", "C", "B", "O", "O", "H", "H", "H", "H", "H", "H", "H", "H", "C", "N", "C", "P", "O", "N", "C", "C", "N", "C", "C", "H", "H", "H", "H", "H", "H", "H", "H", "H", "H", "H", "H", "H", "H", "H", "H", "H", "H"],
  "positions_angstrom": [[2.882, -1.982, 4.688], [2.148, -3.016, 3.641], [3.004, -3.571, 2.536], [0.592, -3.541, 3.703], [0.543, -4.411, 4.891], [-1.058, -4.232, 5.546], [-2.012, -5.258, 4.863], [-0.844, -4.298, 7.082], [-1.200, -2.576, 5.163], [-0.644, -2.468, 3.804], [-0.425, -0.899, 3.368], [-0.637, -0.351, 1.987], [-0.027, 0.134, 4.389], [2.319, -0.955, 4.730], [4.027, -1.834, 4.387], [2.881, -2.423, 5.792], [3.163, -4.563, 2.723], [0.451, -4.109, 2.688], [-1.383, -2.855, 2.979], [-0.907, -1.113, 1.367], [-0.925, 0.498, 4.700], [0.511, 2.216, -1.102], [0.791, 1.373, -2.246], [2.210, 1.036, -2.323], [-0.132, 1.082, -3.642], [-0.042, -0.451, -3.443], [-1.814, 1.083, -3.293], [-2.333, 1.141, -1.937], [-2.585, 0.068, -4.030], [-0.235, 2.844, -3.872], [0.977, 3.539, -4.277], [-1.385, 3.719, -3.753], [0.250, 3.240, -1.376], [1.369, 2.300, -0.423], [-0.283, 1.795, -0.483], [2.793, 1.883, -2.699], [2.384, 0.190, -2.995], [2.613, 0.739, -1.349], [-1.947, 0.326, -1.315], [-3.429, 1.087, -1.921], [-2.103, 2.100, -1.471], [-2.513, -0.922, -3.564], [-2.230, -0.009, -5.063], [-3.647, 0.348, -4.083], [1.470, 4.000, -3.414], [0.785, 4.322, -5.019], [1.687, 2.844, -4.744], [-1.574, 3.985, -2.709], [-2.291, 3.284, -4.185], [-1.245, 4.662, -4.296]],
  "nbo_charge": [-1.063, 1.076, -0.943, -0.274, -0.634, 2.283, -0.803, -0.815, -0.611, -0.298, 1.173, -0.882, -0.932, 0.268, 0.253, 0.271, 0.505, 0.214, 0.215, 0.495, 0.503, -0.407, -0.784, -0.404, 2.152, -0.932, -0.823, -0.402, -0.397, -0.683, -0.420, -0.412, 0.176, 0.207, 0.200, 0.162, 0.223, 0.192, 0.173, 0.198, 0.193, 0.187, 0.198, 0.184, 0.193, 0.199, 0.205, 0.194, 0.240, 0.190]
}